Below is 11 unconnected molecules or ions with the total composition C51H121N3O11 at a distorted geometry, with properties calculated with ωB97M-V/def2-TZVPD.

Calculated values
structure (SMILES): CC1(C)CCCC(C)(C)N1O.CC1(C)CCCC(C)(C)N1O.CC1(C)CCCC(C)(C)N1O.CC(C)O.CC(C)O.CC(C)O.CC(C)O.CC(C)O.CC(C)O.CC(C)O.CC(C)O
maximum force: 0.075 hartree/bohr
LUMO energy: 0.107 eV
HOMO energy: -7.8 eV
orbital gap: 7.90 eV

```
! wB97M-V def2-TZVPD RIJCOSX def2/J DEFGRID3
* xyz 0 1
O -3.1579 -0.0196 5.8888
O 1.5826 4.9788 4.2451
O -7.0950 7.4201 2.0633
O -1.7459 -1.1268 -7.4968
O 0.1440 0.9489 1.4612
O -6.7260 -3.2881 -5.9179
O 0.2606 -6.6885 -6.5565
O 9.1138 -4.2617 4.4299
O 3.9693 8.9541 1.2907
O 7.6871 7.0781 -2.6063
O -4.5223 -4.5356 3.7134
N 7.8676 -3.7427 4.0442
N 0.2540 -7.3349 -5.3669
N -7.1370 6.9957 0.7065
C 5.2570 10.5972 2.1777
C -6.7546 -4.4178 -3.9303
C -4.6237 -0.0154 7.7228
C 8.4279 -2.0314 2.3172
C 5.4148 -2.4276 3.1575
C -0.7962 -0.2910 -0.4290
C 1.3133 -5.3913 -4.2561
C -6.3364 5.6037 -1.8152
C 6.3265 -3.2751 2.2047
C -2.3079 -1.1054 7.9311
C -1.7473 -8.6168 -6.0557
C 8.5917 6.0941 -2.2656
C 0.5436 -8.8264 -2.9440
C -0.6251 -9.1037 -3.8772
C 3.0850 11.0014 0.9051
C 8.3705 -4.4427 1.6585
C 0.9037 -7.3882 -2.9790
C -6.2680 7.7270 -0.2618
C 2.6355 -7.3595 -4.8748
C -6.1763 4.6251 1.2723
C -3.1738 -0.0374 7.2580
C -0.3703 -8.6675 -5.3504
C -6.3539 7.1508 -1.7153
C 1.1382 5.2031 5.5368
C -7.4412 5.0355 -0.9038
C -7.3190 5.4770 0.5875
C 1.4954 3.9744 6.3653
C 7.6247 -1.6090 5.3822
C -0.1456 0.9346 0.0520
C -3.7896 -5.5155 2.9937
C -4.6795 -6.8426 3.2384
C -0.8751 0.0174 -9.4325
C -6.6699 9.1934 -0.2905
C -0.4006 5.5535 5.5017
C -2.3669 -5.6422 3.4570
C 7.8025 -3.3786 2.6110
C 7.0346 -3.9565 6.3213
C -7.6358 -3.8641 -5.0088
C 1.2578 -6.8998 -4.4043
C 0.4609 -9.8138 -5.9975
C -1.3461 1.3157 -7.2428
C 7.1169 -3.0156 5.0690
C 3.8458 10.1666 1.9283
C -8.6413 5.1981 1.1954
C -4.8337 7.7356 0.1859
C -8.3837 -4.9269 -5.6991
C 5.6432 -2.9099 4.5827
C -1.7039 0.0851 -8.1478
C 9.7309 5.9308 -3.3074
C 7.9043 4.7893 -1.9498
C 1.1150 1.3396 -0.6010
H 9.4182 -4.5992 1.9150
H -9.4241 5.5834 0.5420
H 1.2708 4.1122 3.9740
H -5.7042 -6.8485 2.8668
H 0.9067 3.1025 6.0799
H -3.8205 -5.3612 1.9151
H 1.8988 -4.9905 -5.0835
H 5.1898 -2.1575 5.2279
H -0.5687 6.5507 5.0949
H 9.0995 6.4006 -1.3511
H -0.3908 1.1377 -6.7489
H 7.2996 -1.2658 6.3644
H 2.7132 -8.4400 -4.7540
H 4.3759 -2.5982 2.8752
H -0.6807 0.8137 1.9336
H -2.4905 -7.9510 -5.6169
H -2.1164 1.3556 -6.4727
H -2.2566 -9.5720 -6.1829
H 1.8267 0.5446 -0.3784
H -4.1570 -7.6819 2.7793
H 5.7369 9.7218 2.6153
H -1.7072 -6.2171 2.8070
H -4.2833 8.4962 -0.3677
H -0.8515 -10.1536 -3.6915
H 7.0186 7.1108 -1.9181
H -2.7467 -2.1027 7.8986
H -4.6763 7.9151 1.2495
H -9.1085 -5.3469 -5.0017
H -0.7709 5.4008 6.5154
H -2.3127 -0.7931 8.9753
H 9.6115 5.1553 -4.0640
H -7.7559 9.2855 -0.2742
H 7.9664 -4.2125 6.8255
H 1.7575 -5.1055 -3.3027
H 7.2862 -0.8443 4.6831
H -1.4195 -8.4303 -3.5555
H -6.3468 9.8363 -1.1093
H 0.1641 0.1296 -9.1234
H 2.0880 10.6434 0.6483
H -0.8780 1.7279 -0.0977
H 8.7047 -1.4716 5.3305
H 1.6595 -7.1672 -2.2254
H -8.8173 4.1268 1.2918
H -7.2340 3.9680 -0.9794
H -6.2295 9.6436 0.5991
H 6.1838 -2.8976 1.1922
H 3.2818 10.1919 2.8607
H 2.8410 -7.2230 -5.9365
H 1.3684 -9.5308 -3.0515
H -8.4413 5.1306 -1.3268
H 7.4078 4.4063 -2.8414
H 5.7630 -1.4001 3.0515
H -5.4611 -4.6654 3.5604
H 7.1439 4.8946 -1.1760
H 0.2974 -8.9716 -1.8921
H -6.1620 4.7742 2.3519
H 3.6293 8.2440 1.8401
H 3.5245 11.1503 -0.0812
H -1.2270 0.8691 -10.0146
H 2.5407 3.6659 6.3500
H -0.2451 -5.9133 -6.3017
H 8.1283 -1.0321 2.6330
H -4.6986 -7.0670 4.3049
H 6.3776 -3.4678 7.0407
H 0.0640 -6.8525 -2.5363
H 1.2265 4.2051 7.3961
H -7.9818 7.2736 2.4004
H -6.2395 3.5843 0.9547
H -7.1578 -3.1703 -6.7671
H -1.0824 2.2102 -7.8071
H 5.8850 -4.2684 2.2859
H -0.0692 -10.7662 -6.0038
H -5.3216 5.2580 -1.6179
H -8.3986 -3.1999 -4.6024
H -7.3047 -5.0920 -3.2738
H -0.9789 4.9060 4.8427
H -8.9331 -4.4315 -6.4995
H 0.6631 -9.4844 -7.0166
H -5.2507 5.1425 1.0202
H 5.8868 10.9116 1.3454
H -8.9066 5.7230 2.1131
H 1.3186 -9.8964 -5.3299
H 1.6786 6.0758 5.9036
H -4.5556 0.2255 8.7837
H 7.7850 -5.3407 1.8557
H -5.3225 0.6176 7.1759
H -1.7557 -0.3959 0.0774
H 0.3582 -4.8670 -4.2233
H -0.9108 -0.2450 -1.5120
H -1.8466 -4.6894 3.5553
H -0.8524 -0.9812 -9.8691
H 8.2536 -4.1638 0.6112
H -0.2791 -1.2084 -0.1480
H -5.0774 -1.0059 7.6902
H -1.5675 -8.2946 -7.0814
H -2.8535 0.9917 7.4208
H -4.3297 6.7774 0.0600
H 1.5144 2.2813 -0.2245
H -1.2499 -1.1449 7.6720
H 8.5955 -1.9724 1.2418
H 9.3858 -2.0665 2.8362
H -2.6835 0.2798 -8.5844
H 5.2091 11.4037 2.9094
H -5.3812 7.3935 -2.1432
H 10.0385 6.8242 -3.8508
H 6.7390 -4.9748 6.0687
H -2.6381 -1.2878 -7.1811
H 8.6627 4.0751 -1.6290
H -6.3185 -3.6074 -3.3461
H 2.9444 12.0036 1.3101
H -7.8254 -5.6402 -6.3054
H 3.3874 -6.9329 -4.2108
H 1.0678 1.4603 -1.6832
H 8.9810 -5.2106 4.4892
H -5.9279 -4.9657 -4.3823
H 10.6276 5.5211 -2.8422
H -7.1404 7.6419 -2.2884
H -3.4480 -0.8946 5.6208
H 5.0027 -3.7833 4.7049
H -2.4007 -6.1868 4.4006
H -6.5532 5.2698 -2.8299
*
```